Entry 1:
117
Properties=species:S:1:pos:R:3:forces:R:3 method="wB97M-V/def2-TZVPD" orbital_gap_ev=7.14 max_force_ev_per_a=1.891 e_homo_ev=-9.32 total_charge=+1 spin_multiplicity=1 lumo_ev=-2.18 relative_energy_ev=0.586
Sc 1.55977 -1.03994 -0.67111 -1.64 -0.86 -0.38
F -1.66342 -5.61175 -0.70199 0.02 -0.09 0.14
C -1.18387 -5.61807 -1.95698 0.12 0.05 -0.18
F -0.12132 -6.43061 -1.97279 0.06 -0.05 0.02
F -2.13404 -6.20231 -2.71696 -0.02 -0.03 -0.01
C -0.85635 -4.24020 -2.46520 -0.05 -0.05 0.01
C -1.40946 -3.81253 -3.65246 -0.04 0.03 -0.03
C -1.10319 -2.55084 -4.15829 -0.04 -0.05 -0.01
C -0.22602 -1.77701 -3.43725 0.05 0.04 0.14
N 0.33025 -2.18546 -2.28957 -0.09 0.15 -0.16
C 0.04386 -3.39795 -1.76431 -0.01 -0.06 -0.01
S 0.83736 -3.74822 -0.28500 0.17 0.16 -0.18
H -2.08260 -4.46499 -4.19130 -0.01 0.00 0.00
H -1.52745 -2.18976 -5.08440 0.01 -0.03 0.03
H 0.06950 -0.79028 -3.77165 0.02 0.00 0.02
N 0.67245 -0.84215 1.25778 -0.02 -0.27 -0.05
S -0.13529 -0.38493 2.36120 0.07 0.35 0.24
N -1.45846 0.56937 2.13574 0.06 0.18 0.05
S -2.48345 0.29590 1.02878 -0.29 -0.26 0.05
N -2.14335 0.37957 -0.46840 -0.08 0.06 -0.07
S -0.90161 1.26260 -1.06196 -0.10 0.04 -0.10
N 0.39460 0.64029 -1.15509 0.05 0.55 -0.20
C -0.91413 2.77005 -0.11213 0.01 0.18 0.05
C -1.88105 3.75746 -0.26456 0.08 -0.06 0.09
C -1.82924 4.87067 0.56395 0.01 -0.02 0.00
C -0.83370 4.97642 1.52846 0.01 -0.06 0.00
C 0.12779 3.97918 1.66382 0.04 0.02 -0.03
C 0.10131 2.86926 0.82949 0.04 0.13 -0.04
C -1.60595 1.73190 -2.61188 -0.06 0.06 -0.15
C -0.68164 2.23287 -3.52089 -0.09 -0.04 -0.09
C -1.13169 2.63969 -4.76661 0.02 0.02 -0.04
C -2.47918 2.53754 -5.09032 0.00 -0.01 0.00
C -3.38718 2.01922 -4.17599 0.02 -0.01 0.02
C -2.95494 1.61102 -2.92125 0.13 0.06 -0.06
C -3.21658 -1.29380 1.16893 -0.15 -0.09 0.02
C -2.99326 -2.25162 0.18950 -0.07 0.01 0.16
C -3.53047 -3.51648 0.38527 -0.06 -0.04 -0.04
C -4.25632 -3.79704 1.53364 -0.02 0.04 -0.02
C -4.45390 -2.82416 2.50964 -0.04 0.03 -0.02
C -3.93175 -1.55633 2.33436 -0.02 -0.09 -0.08
C -3.76816 1.44270 1.41433 -0.07 0.06 -0.06
C -3.63243 2.36616 2.43702 -0.11 0.00 -0.10
C -4.65610 3.28407 2.63543 0.02 -0.02 0.00
C -5.77927 3.26218 1.82233 0.00 0.00 -0.02
C -5.89749 2.32303 0.80147 -0.05 0.02 0.01
C -4.88626 1.40449 0.58820 -0.01 0.05 0.06
C 0.72354 0.71346 3.45545 0.16 -0.05 0.23
C 2.10175 0.54751 3.44753 -0.03 0.14 0.08
C 2.87726 1.36379 4.25843 0.04 -0.01 -0.02
C 2.27604 2.32246 5.06043 0.00 0.02 0.01
C 0.89504 2.48215 5.05287 -0.01 -0.02 0.01
C 0.10664 1.67750 4.24578 0.15 -0.07 -0.02
C -0.82683 -1.66072 3.38471 0.00 -0.15 0.10
C -0.89937 -2.90648 2.78539 0.05 -0.10 0.14
C -1.49503 -3.94719 3.48701 0.06 -0.02 0.02
C -1.99478 -3.73231 4.76234 0.03 0.06 0.03
C -1.90299 -2.47396 5.35383 0.01 -0.04 -0.04
C -1.31959 -1.42235 4.66575 0.01 -0.07 -0.11
H -2.65720 3.66814 -1.01519 0.02 -0.02 0.00
H -2.56568 5.65686 0.45341 0.02 -0.03 0.01
H -0.80438 5.84385 2.17596 0.01 0.00 -0.02
H 0.90407 4.06481 2.41827 -0.06 -0.01 -0.05
H 0.85975 2.09123 0.88356 -0.05 0.10 -0.02
H 0.37063 2.26996 -3.26147 -0.04 0.02 0.00
H -0.42650 3.02957 -5.48897 -0.02 -0.01 0.01
H -2.82262 2.85697 -6.06621 0.01 -0.02 0.02
H -4.43199 1.92540 -4.44222 0.01 0.01 0.01
H -3.64162 1.18912 -2.20167 0.00 0.02 0.00
H -2.40899 -2.01411 -0.68901 -0.01 0.01 -0.02
H -3.36855 -4.28577 -0.35738 -0.07 0.11 0.09
H -4.66802 -4.78837 1.67578 0.00 0.02 0.00
H -5.01261 -3.05567 3.40703 0.02 0.00 -0.02
H -4.06773 -0.79007 3.08874 0.00 0.00 -0.03
H -2.73973 2.37562 3.04258 0.02 0.00 0.01
H -4.57091 4.01788 3.42623 0.00 -0.01 -0.02
H -6.57221 3.98128 1.98194 0.01 -0.01 0.00
H -6.78036 2.30574 0.17585 0.02 0.01 0.02
H -4.96505 0.66287 -0.19843 0.01 0.02 0.03
H 2.54733 -0.19239 2.79455 0.00 0.01 0.01
H 3.95355 1.25222 4.25952 -0.01 0.00 0.00
H 2.88628 2.95489 5.69263 -0.01 -0.01 -0.01
H 0.43267 3.23830 5.67377 0.00 0.00 0.00
H -0.96409 1.80727 4.21358 -0.03 -0.01 0.01
H -0.48988 -3.06055 1.79197 0.00 0.00 0.04
H -1.55457 -4.92647 3.02865 -0.01 0.01 0.01
H -2.45323 -4.54836 5.30693 0.02 0.01 0.00
H -2.27776 -2.31525 6.35688 0.00 -0.01 -0.02
H -1.24008 -0.44769 5.13003 0.01 -0.01 -0.05
C 5.84599 2.52969 0.10441 -0.04 -0.05 0.02
C 4.52759 1.81160 0.18778 -0.07 -0.01 -0.03
N 3.40627 2.37930 0.41067 0.19 0.12 0.03
O 3.54720 3.76855 0.54590 -0.14 -0.21 -0.02
C 4.53271 0.32989 0.01559 0.28 0.14 0.00
C 5.83409 -0.40599 0.11398 0.04 0.01 0.09
N 3.44168 -0.26242 -0.25359 0.56 0.18 0.48
O 3.40559 -1.61020 -0.39151 0.99 -0.03 0.02
H 5.70339 3.57035 -0.16095 -0.04 0.06 -0.02
H 6.49920 2.05540 -0.62634 -0.02 0.01 0.01
H 6.35727 2.49883 1.07094 -0.03 0.00 -0.03
H 2.63139 4.07299 0.58407 0.06 -0.07 0.00
H 6.40637 -0.07283 0.98211 -0.01 -0.01 -0.05
H 6.44966 -0.22374 -0.77092 -0.03 -0.01 0.01
H 5.64930 -1.47142 0.18969 -0.03 -0.06 0.01
C 4.81722 -3.07716 -4.06636 -0.05 0.06 0.12
N 3.91453 -2.03520 -3.58880 -0.07 0.10 -0.15
C 3.91329 -0.70574 -3.74672 0.22 -0.22 0.32
S 2.56449 0.18350 -3.18179 0.23 -0.02 -0.09
N 4.95921 -0.02884 -4.26031 -0.24 -0.01 -0.22
C 6.16074 -0.48942 -4.94898 -0.08 0.06 0.10
H 4.24042 -3.99547 -4.14469 0.00 -0.01 0.04
H 5.64713 -3.25199 -3.38092 0.01 0.03 0.02
H 5.20135 -2.85210 -5.05293 0.00 0.03 -0.08
H 3.12245 -2.34915 -3.04956 0.01 -0.07 -0.05
H 4.74083 0.94990 -4.35300 0.06 0.02 0.01
H 6.68172 -1.24977 -4.37749 0.01 -0.05 0.05
H 6.82645 0.36539 -5.03631 0.00 0.01 -0.02
H 5.95398 -0.86432 -5.95183 -0.02 -0.01 -0.01


Entry 2:
14
Properties=species:S:1:pos:R:3:forces:R:3 method="wB97M-V/def2-TZVPD" orbital_gap_ev=6.74 max_force_ev_per_a=3.658 e_homo_ev=-0.13 total_charge=-2 spin_multiplicity=1 lumo_ev=6.61 relative_energy_ev=0.860
C 4.19760 0.78895 0.25816 0.99 1.24 0.54
C -2.17382 -0.97031 0.26725 -0.60 -0.94 1.52
C 0.01096 0.12650 0.52998 -0.74 -2.79 0.62
C -1.03149 -0.42002 -0.28030 -1.38 1.09 -1.85
N 5.08048 1.53688 0.21972 1.20 0.44 -0.84
N -3.08108 -1.47450 0.82847 0.39 0.48 -0.68
O 1.09975 -1.07865 0.83905 -0.87 0.75 0.68
O 3.20648 0.18211 0.62436 -2.05 -1.60 0.44
O 3.04989 -2.45367 0.21773 -0.29 1.58 -0.37
O 2.04506 -0.75494 -1.49794 0.13 0.45 -0.28
P 2.27384 -1.19124 -0.10540 2.25 -2.76 -0.86
H -0.12131 0.08211 1.60875 -0.96 1.24 -0.14
H -1.18058 -0.27609 -1.39689 0.97 0.09 1.47
H 0.52208 0.95190 0.12079 0.96 0.72 -0.26


Entry 3:
10
Properties=species:S:1:pos:R:3:forces:R:3 method="wB97M-V/def2-TZVPD" orbital_gap_ev=8.87 smiles="[H]/N=C/N1C=C1O" max_force_ev_per_a=2.016 e_homo_ev=-8.26 spin_multiplicity=1 lumo_ev=0.61 relative_energy_ev=5.095
H -1.13539 2.31097 0.47818 -0.19 0.78 -0.11
N -0.54908 1.49922 0.41039 -0.62 0.51 0.03
C -1.27439 0.47832 0.25080 0.12 0.13 0.16
N -0.62296 -0.73366 0.30647 1.29 -0.11 1.54
C 0.21603 -1.17647 -0.79735 0.88 0.55 -0.04
C 0.86943 -0.43015 0.02790 -0.74 -1.39 -1.08
O 2.00540 0.03819 0.51649 -0.24 -0.25 0.12
H -2.35492 0.40963 0.19890 -0.22 0.22 -0.08
H 0.11302 -2.03073 -1.39756 0.05 -0.60 -0.85
H 2.73287 -0.36533 0.00578 -0.34 0.15 0.30


Entry 4:
9
Properties=species:S:1:pos:R:3:forces:R:3 method="wB97M-V/def2-TZVPD" orbital_gap_ev="7.87 / 7.66" smiles="C=[N+]=C=CC#N" max_force_ev_per_a=6.529 e_homo_ev="-15.27 / -15.22" total_charge=+1 spin_multiplicity=1 lumo_ev="-7.40 / -7.55" relative_energy_ev=0.651
C 0.99674 -0.82722 -0.12860 0.97 3.38 0.88
N -0.01026 -0.12391 0.15583 -1.31 0.30 -0.70
C -1.14563 0.26499 0.12807 -4.78 3.47 0.88
C -2.48640 0.85659 0.19142 6.53 -0.14 -0.11
C -3.43266 -0.10287 -0.06515 -2.25 -0.41 0.38
N -4.37180 -0.76838 -0.11106 0.13 -0.34 -0.29
H 1.94538 -0.30442 -0.15729 0.26 -0.49 -0.06
H 0.77382 -1.80580 -0.17090 0.04 -3.65 -0.60
H -2.66320 1.98777 0.35844 0.41 -2.11 -0.38


Entry 5:
75
Properties=species:S:1:pos:R:3:forces:R:3 method="wB97M-V/def2-TZVPD" orbital_gap_ev=8.69 smiles="CCC(C)(C)NC(=O)[C@@H](c1cccc(OC)c1OC)N(CCOC)C(=O)CCC(=O)Nc1cc(C)on1" max_force_ev_per_a=1.290 e_homo_ev=-8.06 spin_multiplicity=1 lumo_ev=0.64 relative_energy_ev=0.000
C -4.34976 -1.66122 -3.61480 0.18 0.07 0.17
C -3.30611 -1.26924 -2.57551 -0.18 -0.06 0.07
C -3.70526 -1.53742 -1.11504 -0.21 -0.07 0.09
C -4.89702 -0.67661 -0.68817 0.12 -0.12 -0.05
C -4.00591 -3.01858 -0.87100 0.02 0.20 0.00
N -2.54062 -1.14886 -0.31679 -0.03 0.03 -0.46
C -2.46288 -1.16465 1.01552 0.51 0.18 0.17
O -3.32809 -1.55203 1.78043 -0.27 -0.16 0.27
C -1.14651 -0.56912 1.56392 0.08 -0.17 0.02
C 0.09149 -1.37418 1.22463 0.27 -0.05 0.23
C 0.00382 -2.61094 0.60373 0.06 0.02 0.11
C 1.14503 -3.34299 0.35114 -0.01 -0.02 0.04
C 2.37931 -2.86719 0.74910 0.07 0.06 0.06
C 2.49253 -1.65287 1.41199 0.03 0.03 0.14
O 3.68508 -1.17449 1.89435 -0.49 0.14 -0.10
C 4.81199 -2.01550 1.84249 0.19 -0.16 -0.01
C 1.33754 -0.88406 1.63857 -0.06 -0.08 -0.05
O 1.30430 0.31737 2.30193 -0.06 -0.61 0.11
C 2.43918 1.15530 2.33143 0.33 0.40 0.12
N -1.02084 0.83987 1.17341 -0.14 -0.17 -0.18
C -1.57035 1.79797 2.10559 -0.51 0.32 -0.04
C -3.09035 1.96299 1.91635 0.20 -0.07 0.19
O -3.42424 2.65419 0.73247 0.05 -0.16 -0.19
C -3.47962 4.05310 0.87209 -0.03 0.02 0.02
C -0.49035 1.15337 -0.01762 -0.16 0.48 0.20
O -0.22784 0.29079 -0.85629 -0.03 -0.11 -0.31
C -0.21913 2.61831 -0.31555 0.15 -0.05 -0.28
C 0.60844 2.78973 -1.59425 0.00 0.03 0.16
C 2.06484 2.43328 -1.34152 -0.41 0.01 -0.27
O 2.89814 3.26247 -1.04719 0.20 0.21 0.11
N 2.32418 1.10204 -1.47128 -0.18 -0.53 -0.11
C 3.55662 0.51192 -1.33052 1.03 -0.38 0.08
C 4.81024 1.12231 -1.04585 0.28 -0.43 0.00
C 5.68270 0.07639 -1.04727 -0.49 0.55 0.00
C 7.14554 -0.00209 -0.81706 -0.17 -0.22 -0.04
O 5.01350 -1.06242 -1.30894 0.87 0.16 0.13
N 3.69385 -0.78459 -1.48342 -1.24 0.26 -0.22
H -3.97835 -1.42496 -4.60954 -0.03 -0.01 -0.09
H -4.55856 -2.72669 -3.57764 -0.07 -0.11 -0.04
H -5.27858 -1.11785 -3.46480 -0.13 0.03 -0.03
H -2.38296 -1.81731 -2.78155 0.09 0.03 0.03
H -3.08820 -0.20305 -2.67631 0.10 0.05 0.03
H -5.77641 -0.91822 -1.27713 -0.13 -0.01 -0.08
H -5.12053 -0.86638 0.35797 -0.06 0.01 0.06
H -4.66250 0.37922 -0.80921 0.01 0.14 -0.04
H -3.19477 -3.63887 -1.24692 0.09 -0.10 -0.07
H -4.11519 -3.18977 0.19652 -0.03 -0.05 0.05
H -4.93017 -3.30756 -1.36199 -0.11 -0.08 -0.09
H -1.71722 -0.82622 -0.81516 0.00 0.01 0.10
H -1.24568 -0.57825 2.65584 -0.10 0.04 -0.22
H -0.95953 -3.00221 0.32162 -0.08 -0.05 -0.07
H 1.07875 -4.29640 -0.14897 -0.01 -0.10 -0.05
H 3.25785 -3.45530 0.54523 0.13 -0.02 -0.02
H 4.63579 -2.95135 2.38269 0.00 0.03 -0.01
H 5.60806 -1.45862 2.33636 0.00 -0.08 -0.03
H 5.10746 -2.23909 0.81385 -0.03 0.01 0.07
H 3.18883 0.80206 3.04143 -0.08 0.07 -0.09
H 2.89794 1.25331 1.34595 0.00 -0.01 0.00
H 2.06894 2.12950 2.65450 0.03 -0.01 -0.04
H -1.37703 1.44278 3.12027 0.07 0.05 -0.05
H -1.07975 2.76387 1.98997 0.01 -0.04 0.06
H -3.55503 0.97799 1.83582 0.01 0.08 0.13
H -3.50999 2.47802 2.79004 0.00 -0.03 -0.01
H -4.24155 4.34482 1.60445 0.03 0.01 -0.02
H -2.51804 4.48041 1.18027 0.02 0.02 -0.01
H -3.75165 4.45000 -0.10428 0.02 0.09 0.04
H -1.18133 3.11766 -0.44137 0.01 0.03 0.14
H 0.31640 3.08045 0.51598 -0.11 0.06 0.05
H 0.19684 2.16245 -2.38506 -0.02 0.07 0.01
H 0.57589 3.83545 -1.90215 0.08 -0.10 0.02
H 1.53499 0.46726 -1.58557 0.02 0.23 0.02
H 4.99509 2.16022 -0.87716 0.11 0.18 0.03
H 7.56097 0.99919 -0.76223 0.04 0.03 0.01
H 7.62186 -0.55136 -1.62701 0.09 0.01 -0.03
H 7.35391 -0.52754 0.11426 0.07 -0.01 0.06


Entry 6:
69
Properties=species:S:1:pos:R:3:forces:R:3 method="wB97M-V/def2-TZVPD" orbital_gap_ev="7.01 / 7.28" max_force_ev_per_a=2.128 e_homo_ev="-16.59 / -16.59" total_charge=+3 spin_multiplicity=3 lumo_ev="-9.59 / -9.31" relative_energy_ev=0.000
Pr 0.13991 0.49519 0.13277 -0.85 1.29 0.75
P 2.15709 1.17359 -1.70297 1.25 0.74 -1.00
P -2.13603 1.20928 -1.66064 -0.96 0.42 -0.85
P 1.93205 -0.54803 2.24248 1.43 -0.68 1.42
H -3.49506 -1.72629 1.18799 -0.18 -0.05 0.56
C -3.02181 -1.69809 2.17721 0.19 0.36 0.16
C -2.90733 -0.54900 2.85972 0.23 0.14 -0.23
H -3.41127 0.37379 2.53194 0.38 -0.42 -0.03
C 2.83054 0.04889 -2.96469 -0.22 -0.40 0.09
C 1.76784 2.65052 -2.71179 -0.38 -0.01 0.03
C 3.67072 1.78056 -0.86899 -0.05 -0.18 0.33
C -3.86824 0.90309 -1.14595 0.01 -0.27 0.45
C -2.27308 2.95319 -2.21149 0.32 0.12 0.08
C -2.07558 0.34296 -3.27465 0.35 -0.20 0.08
C 1.19830 -1.33315 3.73071 -0.60 0.01 -0.07
C 3.16710 0.55561 3.04833 -0.15 0.42 -0.24
C 3.04069 -1.89962 1.66681 -0.22 -0.01 -0.52
H -2.69179 -2.65206 2.60772 0.11 0.41 -0.28
H -2.33415 -0.46726 3.79340 -0.57 -0.25 -0.23
H 3.54570 0.61227 -3.57659 -0.13 -0.23 0.09
H 2.01599 -0.33437 -3.59376 0.25 0.12 0.05
H 3.32708 -0.81034 -2.49383 -0.06 0.24 -0.15
H 2.62194 2.81447 -3.38028 -0.24 0.07 0.07
H 1.62406 3.54027 -2.08496 0.04 -0.23 -0.14
H 0.85940 2.48486 -3.30501 0.27 0.10 0.01
H 4.39855 2.04080 -1.64836 -0.08 -0.05 0.25
H 4.08708 1.00456 -0.21259 0.05 0.22 -0.21
H 3.45344 2.67429 -0.26774 0.06 -0.21 -0.17
H -4.44139 0.50404 -1.99570 0.12 0.16 0.35
H -4.32227 1.84469 -0.80077 0.11 -0.40 -0.08
H -3.87336 0.17668 -0.31996 -0.28 0.18 -0.28
H -2.92718 3.01250 -3.09423 0.20 0.04 0.30
H -1.27865 3.34900 -2.46011 -0.31 0.02 -0.05
H -2.70478 3.55698 -1.40168 0.10 -0.13 -0.28
H -3.00722 0.53267 -3.82587 0.32 -0.06 0.11
H -1.94859 -0.73592 -3.10323 -0.17 0.34 -0.24
H -1.22073 0.71250 -3.85769 -0.22 -0.14 0.03
H 1.82620 -2.17282 4.06176 -0.21 0.32 -0.09
H 0.19305 -1.70276 3.48407 0.25 -0.06 0.27
H 1.11365 -0.59745 4.54337 -0.03 -0.22 -0.25
H 3.82119 -0.01061 3.72845 -0.27 0.08 -0.26
H 2.63959 1.32613 3.62730 0.18 -0.17 -0.09
H 3.78467 1.05209 2.28740 -0.06 -0.11 0.24
H 3.48274 -2.41735 2.53064 -0.12 0.24 -0.28
H 3.84088 -1.49044 1.03462 -0.17 -0.15 0.14
H 2.45849 -2.61687 1.07164 0.25 0.04 0.17
C -0.92610 -3.93891 -0.79343 0.07 -1.16 -0.01
C -2.09734 -4.35753 -0.15041 -0.16 0.02 -0.32
C -2.50279 -5.69371 -0.30207 0.62 0.07 -0.12
C -1.70836 -6.57746 -1.05501 0.11 0.19 -0.02
C -0.47732 -6.17623 -1.60519 -0.66 0.05 0.56
C -0.07184 -4.85568 -1.43484 -0.08 0.73 -0.16
Se -0.52631 -2.03665 -0.92773 -0.33 -1.11 1.42
H -0.81949 -1.77049 0.58230 0.17 -0.25 -1.04
H -2.68261 -3.65894 0.45264 0.06 -0.32 -0.43
H -3.42891 -6.04819 0.16390 0.44 0.21 -0.18
H -2.03773 -7.60464 -1.20675 0.03 0.26 0.09
H 0.14557 -6.89282 -2.14665 -0.19 0.33 0.24
H 0.89259 -4.51956 -1.80718 -0.18 -0.08 -0.13
C -1.19426 4.85236 1.21850 0.11 0.45 0.31
S 0.40772 4.24990 0.66125 -0.44 -0.81 0.50
C 1.43611 4.32690 2.13849 -0.11 0.50 0.17
O 0.10937 2.71246 0.59632 0.32 -0.55 -0.30
H -1.16340 5.94622 1.21778 0.04 -0.09 0.08
H -1.40852 4.47244 2.22298 0.11 0.05 -0.20
H -1.97475 4.53588 0.51668 0.47 -0.04 0.00
H 0.86255 4.05642 3.03225 0.02 0.06 -0.27
H 2.30095 3.66067 2.02726 -0.32 0.13 -0.29
H 1.80547 5.35453 2.21415 -0.06 -0.07 0.09